Formula: C44H116AsF9N10O12V
Source: OMol25
Level of theory: wB97M-V/def2-TZVPD

XYZ file:
```
193
Properties=species:S:1:pos:R:3:forces:R:3:lowdin_charge:R:1
V -2.063 -3.367 -0.383 3.8 3.9 -0.6 1.23
C -0.152 -0.835 -1.199 0.8 0.4 1.1 -0.38
O -0.244 -0.372 0.135 0.7 0.4 -0.4 -0.11
O -0.823 -1.981 -1.270 -2.6 -2.5 -0.2 -0.16
C -0.620 0.341 -2.094 0.2 0.0 1.0 -0.53
F 0.311 1.309 -2.057 0.0 -0.3 -0.3 0.14
F -0.779 -0.027 -3.367 -0.3 0.3 -0.1 0.15
F -1.736 0.918 -1.609 -0.5 -0.4 -0.6 0.14
C 0.836 0.411 0.660 -0.8 1.2 2.3 -0.19
C 0.352 0.755 2.088 0.4 -0.4 0.6 -0.07
H 0.959 1.509 2.601 -0.1 0.1 -0.5 0.06
H -0.673 1.122 2.058 0.0 0.1 -0.2 0.05
H 0.427 -0.087 2.790 -0.3 -0.1 -0.4 0.06
H 0.917 1.421 0.246 0.2 -0.5 -0.9 0.11
H 1.787 -0.116 0.739 -0.2 -0.1 -0.6 0.11
H 0.892 -0.996 -1.505 0.2 0.1 0.1 0.16
As 2.505 -2.707 2.913 0.3 -0.1 1.2 0.75
F 2.488 -4.426 3.153 0.1 0.0 -0.4 -0.24
F 3.569 -2.788 1.556 0.1 -0.4 0.2 -0.23
F 2.413 -1.007 2.656 0.2 0.1 0.2 -0.24
F 1.297 -2.558 4.190 0.2 -0.3 -0.5 -0.27
F 3.720 -2.538 4.114 0.2 0.1 -0.5 -0.22
F 1.143 -2.912 1.819 -0.3 0.2 -0.4 -0.26
C 3.806 -2.327 -6.119 -1.0 -0.7 0.3 -0.05
C 3.241 -1.253 -5.197 1.3 0.3 -1.1 -0.43
C 3.871 -1.388 -3.821 0.1 0.2 -0.1 -0.23
O 3.269 -0.420 -3.009 -0.4 0.4 0.2 -0.20
C 3.815 -0.281 -1.720 -0.2 -0.4 0.5 -0.10
N 3.486 0.073 -5.829 -1.1 -0.3 1.0 0.05
H 3.617 -3.321 -5.689 0.2 0.1 0.0 0.07
H 4.876 -2.228 -6.284 0.0 0.2 0.0 0.08
H 3.274 -2.325 -7.069 0.2 0.2 -0.1 0.08
H 2.151 -1.271 -5.132 0.0 -0.5 0.2 0.11
H 4.952 -1.218 -3.917 0.1 0.2 0.0 0.14
H 3.775 -2.392 -3.391 -0.2 -0.1 -0.1 0.11
H 3.588 -1.156 -1.092 0.3 -0.2 -0.1 0.08
H 3.340 0.551 -1.202 0.1 0.2 -0.3 0.06
H 4.896 -0.129 -1.761 0.1 0.0 0.1 0.10
H 2.968 0.678 -5.187 0.5 0.5 -0.5 0.06
H 4.458 0.364 -5.827 0.0 -0.2 0.1 0.08
C -2.441 -6.186 -3.717 0.1 -1.1 0.5 -0.04
C -1.650 -5.397 -2.669 -0.7 0.6 -1.4 -0.33
C -0.322 -5.056 -3.350 1.3 0.5 1.5 -0.15
O 0.441 -4.326 -2.385 -0.4 -0.1 0.5 -0.25
C 1.501 -3.583 -2.912 0.0 0.1 -1.8 -0.08
N -2.445 -4.115 -2.382 0.3 -0.9 -0.3 -0.01
H -3.451 -6.477 -3.411 0.0 0.3 0.1 0.09
H -1.945 -7.144 -3.906 0.1 0.2 -0.1 0.10
H -2.496 -5.641 -4.658 0.0 0.1 0.0 0.08
H -1.510 -5.888 -1.706 0.1 -0.4 -0.3 0.11
H -0.428 -4.443 -4.256 -0.3 -0.1 0.1 0.13
H 0.312 -5.927 -3.575 -0.7 -0.2 -0.3 0.15
H 1.106 -2.943 -3.712 0.0 0.4 0.2 0.09
H 2.206 -4.228 -3.451 0.2 -0.1 0.4 0.10
H 2.017 -2.967 -2.185 -0.2 -0.2 0.4 0.09
H -3.414 -4.383 -2.574 0.1 0.0 0.3 0.09
H -2.235 -3.512 -3.235 0.0 0.6 0.8 0.06
C -3.786 -2.759 -6.138 -0.4 0.6 0.3 -0.06
C -2.284 -2.484 -5.987 -1.4 0.1 1.0 -0.40
C -1.765 -1.331 -6.846 1.9 -1.9 -0.1 -0.16
O -0.346 -1.421 -6.617 0.1 0.4 0.1 -0.24
C 0.415 -0.445 -7.335 -0.2 -0.1 0.3 -0.07
N -2.025 -2.232 -4.541 -0.2 -0.2 -0.8 0.04
H -4.002 -3.329 -7.038 -0.1 0.1 -0.1 0.08
H -4.394 -1.846 -6.126 0.2 0.1 -0.4 0.08
H -4.197 -3.292 -5.272 0.4 -0.4 -0.1 0.06
H -1.827 -3.436 -6.260 0.7 0.3 -0.2 0.13
H -2.057 -0.312 -6.594 -0.7 -0.1 0.0 0.13
H -1.944 -1.643 -7.884 -0.3 0.7 -0.1 0.14
H -0.022 0.551 -7.186 -0.1 -0.1 -0.4 0.09
H 0.468 -0.744 -8.387 -0.1 0.4 0.0 0.10
H 1.422 -0.382 -6.921 -0.1 -0.3 -0.1 0.05
H -1.104 -1.800 -4.475 -0.2 0.0 0.1 0.06
H -2.722 -1.522 -4.308 0.4 0.1 0.4 0.09
C -1.272 3.738 0.270 -0.7 -0.3 0.1 -0.05
C -2.296 4.512 -0.579 2.4 0.5 -0.3 -0.43
C -3.662 4.465 0.081 0.4 -1.3 -0.1 -0.17
O -4.216 3.154 -0.121 -0.2 0.3 -0.2 -0.21
C -4.778 2.948 -1.404 -0.1 -0.3 0.3 -0.11
N -1.719 5.843 -0.806 -0.7 0.7 0.1 0.04
H -0.313 3.448 -0.161 -0.1 0.5 -0.6 0.06
H -1.772 2.789 0.487 0.2 0.1 0.8 0.07
H -1.046 4.379 1.124 -0.1 -0.5 0.4 0.07
H -2.222 4.024 -1.554 -0.9 0.0 -0.1 0.13
H -4.327 5.260 -0.270 -0.1 -0.1 0.0 0.13
H -3.553 4.488 1.167 0.0 0.5 0.0 0.11
H -5.675 2.349 -1.234 -0.2 0.3 -0.2 0.08
H -4.145 2.362 -2.081 0.3 0.2 0.1 0.07
H -5.001 3.901 -1.886 -0.3 -0.1 -0.1 0.09
H -2.409 6.484 -1.197 0.1 -0.2 -0.2 0.07
H -1.433 6.305 0.055 0.0 -0.3 0.1 0.07
C -2.826 -0.648 3.074 -0.8 0.6 0.5 -0.02
C -3.061 -1.620 1.943 1.1 0.1 -0.9 -0.35
C -3.494 -0.921 0.683 -0.9 0.9 0.8 -0.14
O -3.540 -1.876 -0.413 -0.8 -0.1 0.5 -0.29
C -4.756 -1.690 -1.145 -0.5 -0.5 -0.9 -0.03
N -1.790 -2.330 1.557 0.2 1.0 1.2 0.03
H -3.727 -0.084 3.346 -0.2 -0.4 -0.1 0.09
H -2.141 0.164 2.828 0.4 -0.5 -0.1 0.06
H -2.526 -1.174 3.983 0.1 0.1 -0.1 0.08
H -3.792 -2.388 2.210 0.0 0.0 0.1 0.15
H -2.913 -0.032 0.423 0.5 -0.5 -0.2 0.14
H -4.486 -0.502 0.885 -0.2 -0.4 -0.4 0.15
H -4.761 -2.356 -2.010 0.3 0.1 0.0 0.09
H -4.846 -0.667 -1.505 0.2 0.1 0.1 0.11
H -5.646 -1.946 -0.566 0.2 0.1 0.3 0.11
H -1.073 -1.590 1.398 -0.5 -0.1 -0.8 0.09
H -1.407 -2.630 2.466 -0.2 -1.1 -0.7 0.10
C -6.218 2.636 5.806 1.3 -1.7 -0.5 -0.07
C -5.396 3.537 4.890 -1.5 1.2 0.3 -0.43
C -3.955 3.108 4.583 -1.7 0.6 0.3 -0.20
O -3.387 4.221 3.919 0.6 -0.4 0.0 -0.20
C -1.973 4.129 3.916 -0.1 0.1 -0.2 -0.10
N -6.131 3.751 3.621 0.7 -0.3 -0.2 0.04
H -6.210 1.648 5.316 -0.3 0.0 0.3 0.07
H -7.253 2.913 5.972 0.0 0.4 -0.2 0.07
H -5.709 2.495 6.766 -0.2 0.2 0.0 0.08
H -5.365 4.487 5.451 0.6 0.0 -0.3 0.14
H -3.952 2.243 3.912 0.1 -0.2 0.1 0.12
H -3.511 2.867 5.553 0.6 0.0 -0.2 0.13
H -1.620 3.183 3.492 -0.1 -0.2 0.2 0.07
H -1.626 4.251 4.943 0.4 0.0 -0.1 0.09
H -1.559 4.890 3.258 -0.2 0.3 0.3 0.08
H -6.773 4.532 3.665 0.0 -0.1 0.3 0.07
H -5.427 4.024 2.942 -0.2 0.1 -0.2 0.05
C 2.993 5.615 -5.448 -0.5 -0.2 -0.3 -0.06
C 4.074 4.733 -4.871 1.1 -0.6 0.2 -0.43
C 3.582 3.671 -3.884 -0.8 1.1 -1.2 -0.23
O 3.142 4.349 -2.732 0.2 -0.3 0.5 -0.16
C 2.736 3.403 -1.773 0.6 -0.2 1.2 -0.12
N 4.818 4.056 -5.978 -0.2 0.5 0.5 0.02
H 2.117 5.010 -5.708 0.0 0.0 0.3 0.08
H 3.275 6.046 -6.411 0.3 0.2 0.2 0.07
H 2.694 6.402 -4.760 0.0 0.0 0.0 0.08
H 4.792 5.303 -4.258 -0.3 0.3 -0.2 0.14
H 4.400 2.958 -3.751 -0.1 -0.2 0.6 0.12
H 2.695 3.183 -4.305 0.2 -0.5 -0.2 0.12
H 2.500 3.845 -0.798 -0.5 0.6 -0.5 0.08
H 3.594 2.798 -1.445 -0.1 -0.4 -0.6 0.06
H 1.904 2.773 -2.105 0.2 0.1 -0.1 0.07
H 5.373 4.802 -6.395 -0.1 -0.3 -0.3 0.07
H 5.503 3.419 -5.574 -0.1 0.1 -0.1 0.06
C 3.389 2.034 3.207 -0.3 1.5 0.6 -0.05
C 3.952 3.063 2.228 0.3 -0.8 -1.2 -0.40
C 5.066 4.031 2.718 -1.8 -1.5 0.5 -0.19
O 4.606 4.666 3.904 0.3 0.2 0.0 -0.18
C 5.330 4.280 5.058 0.1 -0.6 0.0 -0.11
N 4.345 2.314 0.993 0.3 0.9 0.4 0.03
H 4.078 1.637 3.953 0.3 0.1 -0.2 0.08
H 2.904 1.204 2.708 0.1 0.1 -0.1 0.03
H 2.645 2.633 3.746 -0.1 -0.6 0.4 0.08
H 3.168 3.744 1.875 -0.3 -0.2 0.3 0.13
H 5.124 4.750 1.902 0.8 0.2 0.2 0.12
H 5.936 3.402 2.922 0.5 0.5 -0.3 0.12
H 4.919 4.766 5.940 0.0 0.3 -0.2 0.09
H 6.396 4.501 4.935 -0.1 0.2 0.2 0.09
H 5.243 3.201 5.258 0.0 0.1 -0.2 0.08
H 4.886 2.975 0.430 0.0 -0.5 -0.2 0.07
H 4.963 1.550 1.257 0.1 0.1 -0.1 0.08
C 0.910 -6.565 0.516 -1.1 0.2 0.6 -0.01
C -0.406 -5.857 0.883 -0.9 -0.2 -1.9 -0.34
C -0.768 -5.859 2.341 0.9 1.3 0.8 -0.18
O -1.800 -4.900 2.581 -0.2 -1.3 -0.1 -0.22
C -1.966 -4.695 3.968 0.2 0.5 1.1 -0.10
N -0.363 -4.424 0.252 0.4 -2.5 2.2 0.01
H 1.757 -5.940 0.798 0.2 -0.1 0.0 0.09
H 0.861 -6.755 -0.554 0.4 -0.1 -0.1 0.08
H 0.926 -7.510 1.058 0.3 -0.1 -0.1 0.10
H -1.217 -6.375 0.350 0.0 -0.1 0.1 0.12
H 0.076 -5.522 2.964 0.3 -0.1 -0.3 0.13
H -0.981 -6.872 2.699 -0.5 0.0 -0.2 0.14
H -2.849 -4.076 4.124 -0.1 -0.1 -0.1 0.09
H -1.109 -4.186 4.438 0.1 0.2 -0.5 0.09
H -2.048 -5.595 4.591 -0.4 -0.3 -0.6 0.10
H 0.196 -4.070 1.053 -0.5 1.4 -0.8 0.07
H 0.333 -4.548 -0.489 -0.5 0.5 -0.4 0.07
C -0.376 1.437 5.919 0.0 -0.6 0.0 -0.06
C 0.503 0.180 5.904 -0.5 0.6 -0.8 -0.43
C 1.347 0.066 7.168 -1.0 -1.1 -1.1 -0.22
O 2.326 1.055 7.116 0.1 0.7 0.2 -0.18
C 3.415 0.839 7.980 -0.1 -0.1 0.7 -0.10
N -0.377 -0.992 5.676 0.6 0.4 0.4 0.05
H -1.205 1.290 6.618 0.2 0.3 0.2 0.08
H -0.828 1.564 4.929 0.1 0.1 0.0 0.04
H 0.233 2.309 6.147 -0.2 0.1 0.1 0.08
H 1.128 0.327 5.010 0.6 -0.2 0.4 0.12
H 1.780 -0.947 7.157 0.2 0.1 0.2 0.13
H 0.608 0.107 7.984 0.6 0.3 0.4 0.14
H 3.735 -0.201 7.868 0.4 0.1 0.1 0.09
H 3.168 1.040 9.033 -0.3 -0.3 -0.1 0.09
H 4.223 1.543 7.786 -0.1 -0.1 -0.6 0.08
H -0.909 -0.677 4.868 0.0 -0.6 0.0 0.01
H 0.233 -1.770 5.387 -0.7 0.6 0.1 0.04
```
Positions in Å, forces in eV/Å.

Computed properties:
Electronic energy = -7274.79913 Ha
F_max = 5.5 eV/A
Total charge = +1
Gap between HOMO and LUMO (spin up / spin down) = 5.58 / 6.53 eV
Spin multiplicity = 3